Record 1
Density functional theory data (ωB97M-V with the def2-TZVPD basis set) for a molecular structure, C47H61BrClN9O3PS2SiTl at a distorted geometry.

Atoms and positions in Å:
Tl (-0.36994, -0.46323, 0.06029)
N (-5.12399, -3.21358, 3.66254)
C (-4.98174, -2.59168, 2.40270)
C (-5.65251, -3.07979, 1.28846)
C (-5.51484, -2.45346, 0.05484)
C (-4.70592, -1.33573, -0.06577)
C (-4.04128, -0.83912, 1.05314)
C (-4.18594, -1.45627, 2.27873)
S (-4.39404, -0.57582, -1.63377)
O (-5.34079, -1.14109, -2.57090)
O (-4.46529, 0.85619, -1.41381)
N (-2.87996, -0.92561, -1.89580)
C (-2.46438, -2.19358, -2.06449)
N (-1.11148, -2.32931, -2.12464)
C (-0.61715, -3.51484, -2.40050)
C (-1.41471, -4.63782, -2.58210)
C (-2.77051, -4.42574, -2.39759)
N (-3.31192, -3.24402, -2.14974)
H (-5.28747, -4.20740, 3.58745)
H (-4.33156, -3.03606, 4.26342)
H (-6.25641, -3.97753, 1.37883)
H (-6.00204, -2.83953, -0.83035)
H (-3.39794, 0.02605, 0.96620)
H (-3.64936, -1.06720, 3.13772)
H (0.46786, -3.57426, -2.45613)
H (-1.00240, -5.61481, -2.78958)
H (-3.46605, -5.26123, -2.44519)
Br (1.57340, -0.38400, -2.69707)
C (3.22736, -0.92412, -1.98548)
C (4.32504, -0.77057, -2.78058)
C (5.58897, -1.19835, -2.30916)
C (5.68998, -1.77123, -1.07948)
C (4.54807, -1.93801, -0.25022)
C (4.67298, -2.55793, 1.01889)
C (3.56690, -2.72027, 1.79757)
C (2.30919, -2.23527, 1.35942)
C (2.09298, -1.60280, 0.15910)
C (3.25933, -1.49450, -0.67240)
H (4.22435, -0.32732, -3.76189)
H (6.46483, -1.06755, -2.93362)
H (6.65153, -2.11385, -0.71033)
H (5.65162, -2.89183, 1.34831)
H (3.65519, -3.20689, 2.76592)
H (1.47288, -2.37152, 2.03578)
S (-1.66865, -3.85619, 1.14264)
C (-0.99735, -3.46702, 2.60572)
N (-0.24368, -4.25870, 3.41021)
C (0.05213, -3.64704, 4.69124)
C (-0.27760, -2.17074, 4.41202)
N (-1.14866, -2.27335, 3.25287)
H (-0.15559, -5.23493, 3.19700)
H (1.09718, -3.78629, 4.96991)
H (-0.57988, -4.05077, 5.48951)
H (0.61936, -1.59276, 4.19005)
H (-0.79143, -1.70178, 5.25025)
H (-1.40519, -1.45241, 2.71163)
C (-3.64984, 3.66461, 4.70924)
Si (-3.78972, 1.88798, 4.12047)
C (-4.30873, 0.87250, 5.61140)
C (-5.20101, 1.83242, 2.89523)
C (-2.20366, 1.35842, 3.50103)
C (-1.02597, 1.15183, 3.18620)
H (-4.57047, 3.98999, 5.20452)
H (-3.46252, 4.33141, 3.86378)
H (-2.81661, 3.77468, 5.40663)
H (-5.05403, 1.41327, 6.20318)
H (-3.45011, 0.65368, 6.24925)
H (-4.75399, -0.07752, 5.30198)
H (-6.01125, 2.47534, 3.25336)
H (-5.58973, 0.81883, 2.77532)
H (-4.89965, 2.17191, 1.90013)
C (-0.13030, 3.16239, -4.93027)
C (1.21346, 3.84773, -5.22424)
C (1.11513, 4.42959, -6.64318)
C (2.30091, 2.76648, -5.18494)
C (1.53832, 5.01426, -4.22473)
O (0.46636, 5.95473, -4.17009)
C (2.75068, 5.82811, -4.75194)
C (3.71567, 6.49340, -3.75116)
C (4.74742, 5.54826, -3.17066)
C (5.66520, 4.92574, -4.01244)
C (6.59522, 4.02015, -3.53008)
C (6.61329, 3.72784, -2.17622)
Cl (7.76788, 2.57119, -1.56764)
C (5.72988, 4.34164, -1.30699)
C (4.81344, 5.25308, -1.81138)
C (1.83404, 4.53065, -2.80790)
N (0.74871, 3.84902, -2.13791)
C (0.82176, 2.70569, -1.45852)
N (-0.35139, 2.38671, -0.96343)
C (-1.14487, 3.40044, -1.37937)
N (-0.52266, 4.32359, -2.09486)
H (-0.35115, 2.47287, -5.74726)
H (-0.95138, 3.87652, -4.86904)
H (-0.12108, 2.57086, -4.01665)
H (0.68344, 3.68153, -7.31026)
H (2.08686, 4.71116, -7.05281)
H (0.46827, 5.30802, -6.65419)
H (2.13273, 2.05563, -5.99700)
H (2.27038, 2.18946, -4.25865)
H (3.31052, 3.16822, -5.30211)
H (-0.21660, 5.58678, -3.58125)
H (2.31211, 6.61146, -5.37110)
H (3.35122, 5.20372, -5.41124)
H (3.17381, 6.99998, -2.95112)
H (4.24670, 7.27617, -4.30010)
H (5.65252, 5.15025, -5.07365)
H (7.29750, 3.53511, -4.19406)
H (5.74236, 4.09621, -0.25377)
H (4.12086, 5.72593, -1.12502)
H (2.10211, 5.39277, -2.20114)
H (2.67395, 3.83907, -2.81014)
H (1.74696, 2.17075, -1.30513)
H (-2.19816, 3.45180, -1.15672)
C (2.91289, 2.23843, 1.47965)
P (1.18471, 1.71260, 2.15981)
C (1.99341, 0.68256, 3.45597)
C (0.99506, 3.34131, 3.02274)
H (3.64839, 2.51736, 2.24239)
H (2.78074, 3.09351, 0.80443)
H (3.32050, 1.40801, 0.89219)
H (2.68252, 1.28702, 4.05359)
H (2.56656, -0.09884, 2.95586)
H (1.24805, 0.23797, 4.11106)
H (1.94341, 3.62879, 3.48441)
H (0.20500, 3.31723, 3.77012)
H (0.73467, 4.09146, 2.27162)

Results
E = -195378.856 eV
Strongest force on any atom = 1.318 eV/Å
Relative energy (zero: lowest compared OMol25 entry of this formula, charge and spin) = 0.0 kcal per mole
Net charge = -2

=====

Record 2
Density functional theory data (ωB97M-V with the def2-TZVPD basis set) for a molecular structure, C47H63As3GaGeNP2S2.

Atoms and positions in Å:
Ga (1.52914, -1.59928, -0.48433)
S (2.75381, -1.20222, 1.57097)
C (3.92255, -0.83501, 0.36707)
N (3.54423, -0.96631, -0.87938)
C (4.55014, -0.67425, -1.77952)
C (4.44278, -0.72541, -3.16650)
C (5.53822, -0.35067, -3.92083)
C (6.72604, 0.06655, -3.31140)
C (6.84216, 0.11004, -1.93278)
C (5.74254, -0.26608, -1.17219)
S (5.55893, -0.30109, 0.56481)
H (3.51628, -1.06762, -3.61188)
H (5.48003, -0.38601, -5.00079)
H (7.56977, 0.35255, -3.92523)
H (7.76309, 0.42886, -1.46275)
C (2.11063, 1.47544, 4.15409)
As (0.31883, 0.83762, 3.64977)
C (-0.61659, 2.30794, 4.57245)
C (0.25722, -0.53379, 5.07746)
C (-0.97797, -1.45678, 5.17791)
C (-1.05335, -1.93183, 6.63808)
C (-0.80782, -2.71361, 4.31474)
As (-0.41293, -2.60821, 2.36200)
C (0.66258, -4.24387, 2.31381)
C (-2.05914, -3.43732, 1.69560)
C (-2.24317, -0.66261, 4.81706)
As (-4.00914, -1.32383, 5.41881)
C (-4.60114, -2.29128, 3.81910)
C (-4.93284, 0.34884, 4.96188)
H (2.86581, 0.78545, 3.77896)
H (2.20004, 1.56747, 5.23787)
H (2.27875, 2.45574, 3.70636)
H (-0.41798, 2.30006, 5.64574)
H (-1.68974, 2.25575, 4.39568)
H (-0.25087, 3.24584, 4.15202)
H (0.37263, 0.01552, 6.01721)
H (1.16270, -1.13693, 4.95306)
H (-0.09329, -2.35200, 6.94600)
H (-1.81919, -2.69627, 6.77502)
H (-1.28990, -1.09816, 7.30460)
H (-1.69041, -3.35159, 4.42676)
H (0.03483, -3.28112, 4.72178)
H (0.15269, -5.06055, 2.82703)
H (1.62537, -4.05661, 2.78932)
H (0.83815, -4.51409, 1.27209)
H (-2.38495, -4.23891, 2.35959)
H (-1.85520, -3.85438, 0.71231)
H (-2.85624, -2.70135, 1.60197)
H (-2.28051, -0.46145, 3.74053)
H (-2.18307, 0.30910, 5.31566)
H (-4.09511, -3.25019, 3.73507)
H (-4.41573, -1.70670, 2.91679)
H (-5.67190, -2.47611, 3.90755)
H (-4.64569, 1.13107, 5.66430)
H (-6.01013, 0.20207, 5.03058)
H (-4.67777, 0.66519, 3.94829)
C (0.35113, 0.70348, -2.72929)
P (0.78131, 0.69317, -0.94704)
C (2.14490, 1.85814, -0.67672)
C (3.01653, 2.22130, -1.70046)
C (4.13195, 3.00113, -1.43116)
C (4.39009, 3.42180, -0.13508)
C (3.53497, 3.05065, 0.89354)
C (2.42308, 2.26774, 0.62832)
C (-0.63346, 1.29905, 0.00566)
C (-1.61271, 0.36433, 0.32990)
C (-2.73278, 0.75160, 1.04918)
C (-2.86671, 2.06812, 1.46535)
C (-1.89084, 3.00305, 1.14530)
C (-0.78080, 2.62405, 0.40883)
P (-1.37696, 1.25262, -3.12618)
C (-1.26282, 3.05856, -2.82999)
C (-2.46264, 3.71112, -2.55296)
C (-2.48403, 5.06230, -2.24130)
C (-1.29696, 5.77907, -2.18484)
C (-0.09379, 5.14205, -2.45699)
C (-0.07885, 3.79320, -2.78273)
C (-1.21872, 1.09940, -4.94727)
C (-1.54231, -0.14597, -5.48590)
C (-1.39481, -0.38787, -6.84343)
C (-0.94470, 0.62218, -7.68198)
C (-0.63910, 1.87051, -7.15772)
C (-0.76991, 2.10741, -5.79626)
H (0.45105, -0.34149, -3.04494)
H (1.07578, 1.29047, -3.29269)
H (2.85721, 1.87866, -2.71470)
H (4.80491, 3.26571, -2.23675)
H (5.26282, 4.02647, 0.07539)
H (3.74285, 3.35890, 1.91029)
H (1.77223, 1.95732, 1.43625)
H (-1.50167, -0.66605, 0.01684)
H (-3.49968, 0.02270, 1.28495)
H (-3.73483, 2.36927, 2.03896)
H (-2.00066, 4.03302, 1.46012)
H (-0.03518, 3.36186, 0.14003)
H (-3.38703, 3.14450, -2.56195)
H (-3.42539, 5.55181, -2.02706)
H (-1.30832, 6.83056, -1.92797)
H (0.83631, 5.69485, -2.41440)
H (0.87376, 3.32085, -2.98745)
H (-1.90641, -0.93418, -4.83511)
H (-1.63838, -1.36293, -7.24546)
H (-0.83826, 0.43927, -8.74345)
H (-0.29507, 2.66283, -7.81047)
H (-0.53030, 3.08577, -5.39785)
C (-0.84866, -5.42116, -1.53182)
Ge (-0.53941, -3.64299, -2.33501)
C (-0.50090, -3.98466, -4.27726)
C (-2.14761, -2.54173, -2.04051)
C (1.09146, -2.78400, -1.85324)
H (-1.73673, -5.89605, -1.95451)
H (-0.95783, -5.38426, -0.44837)
H (0.01365, -6.05309, -1.75495)
H (-1.39517, -4.51961, -4.60497)
H (0.37269, -4.58692, -4.53333)
H (-0.43130, -3.04504, -4.82790)
H (-2.99034, -2.94634, -2.60489)
H (-1.98311, -1.51427, -2.37610)
H (-2.44639, -2.50253, -0.99251)
H (1.91476, -3.50739, -1.91619)

Results
E = -382907.375 eV
Strongest force on any atom = 0.471 eV/Å
Relative energy (zero: lowest compared OMol25 entry of this formula, charge and spin) = 3.7 kcal per mole
Net charge = 0